(1)
Density functional theory data (wB97M-V/def2-TZVPD) for C36H59N4NaS2Si5Te as an isolated structure.

Summary:
orbital gap (alpha / beta): 4.0093 / 4.3844 eV
total charge: -2

Last column: Löwdin charge in e.
Cartesian coordinates (Å):
Na (-1.437, -1.942, -0.985)  0.210
C (-2.015, 0.703, -5.945)  -0.436
S (-1.794, -1.056, -6.338)  0.690
C (-1.578, -1.687, -4.667)  -1.187
S (-0.047, -1.604, -3.982)  0.423
N (-2.734, -2.039, -4.105)  -0.121
N (-2.709, -2.510, -2.871)  -0.066
C (-3.913, -2.837, -2.421)  -0.148
C (-4.143, -3.526, -1.206)  -0.288
C (-5.478, -3.852, -0.832)  -0.064
C (-5.718, -4.623, 0.272)  -0.118
C (-4.635, -5.073, 1.040)  -0.116
C (-3.369, -4.670, 0.644)  -0.186
N (-3.099, -3.926, -0.418)  0.095
H (-2.014, 1.254, -6.886)  0.015
H (-2.961, 0.847, -5.425)  0.026
H (-1.188, 1.035, -5.318)  -0.040
H (-4.768, -2.636, -3.066)  0.099
H (-6.291, -3.492, -1.452)  0.097
H (-6.734, -4.883, 0.550)  0.091
H (-4.778, -5.692, 1.916)  0.079
H (-2.505, -4.984, 1.226)  0.097
C (0.225, -0.726, 0.823)  -0.275
Si (-0.411, -0.816, 2.502)  0.544
C (-2.204, -1.476, 2.562)  -0.238
N (-3.106, -0.918, 1.545)  -0.177
C (-4.504, -1.176, 1.846)  -0.217
C (-5.109, -0.204, 2.870)  -0.173
C (-4.772, 1.259, 2.504)  -0.189
C (-4.125, 1.330, 1.121)  -0.183
C (-2.860, 0.474, 1.114)  -0.191
C (0.578, -1.998, 3.624)  -0.219
C (1.361, -1.587, 4.705)  -0.097
C (2.207, -2.467, 5.369)  -0.115
C (2.300, -3.790, 4.960)  -0.126
C (1.539, -4.224, 3.881)  -0.109
C (0.693, -3.339, 3.229)  -0.103
C (-0.486, 0.830, 3.486)  -0.247
C (-1.384, 1.073, 4.529)  -0.113
C (-1.463, 2.311, 5.153)  -0.113
C (-0.635, 3.351, 4.746)  -0.116
C (0.273, 3.134, 3.719)  -0.092
C (0.340, 1.890, 3.103)  -0.091
H (1.053, -1.427, 0.668)  -0.057
H (0.575, 0.273, 0.555)  -0.085
H (-2.621, -1.367, 3.581)  0.066
H (-2.150, -2.560, 2.387)  0.063
H (-4.590, -2.199, 2.212)  0.107
H (-5.085, -1.135, 0.920)  0.110
H (-4.722, -0.435, 3.866)  0.089
H (-6.192, -0.359, 2.902)  0.097
H (-4.055, 1.665, 3.224)  0.094
H (-5.667, 1.886, 2.548)  0.094
H (-3.844, 2.358, 0.882)  0.111
H (-4.826, 0.998, 0.352)  0.107
H (-2.147, 0.961, 1.784)  0.089
H (-2.404, 0.491, 0.119)  0.075
H (1.310, -0.553, 5.030)  0.092
H (2.799, -2.120, 6.208)  0.088
H (2.961, -4.478, 5.474)  0.085
H (1.613, -5.252, 3.544)  0.091
H (0.116, -3.684, 2.377)  0.095
H (-2.042, 0.279, 4.865)  0.091
H (-2.178, 2.470, 5.953)  0.089
H (-0.705, 4.323, 5.221)  0.087
H (0.922, 3.938, 3.391)  0.092
H (1.039, 1.740, 2.288)  0.067
C (5.486, 0.789, -1.178)  -0.232
Si (3.766, 0.190, -0.606)  0.368
C (3.888, -1.697, -0.605)  -0.208
C (3.673, 0.687, 1.217)  -0.212
Si (2.286, 1.251, -2.119)  -0.020
Te (-0.146, 0.946, -2.386)  0.422
Si (3.289, 0.995, -4.236)  0.331
C (4.766, 2.161, -4.535)  -0.229
C (2.075, 1.366, -5.628)  -0.235
C (3.914, -0.774, -4.496)  -0.223
Si (2.361, 3.518, -1.503)  0.305
C (1.474, 3.777, 0.151)  -0.233
C (4.070, 4.333, -1.294)  -0.232
C (1.462, 4.594, -2.777)  -0.241
H (6.272, 0.423, -0.510)  0.022
H (5.542, 1.880, -1.197)  0.003
H (5.713, 0.432, -2.185)  -0.002
H (4.733, -2.022, 0.009)  0.024
H (4.022, -2.097, -1.613)  0.013
H (2.984, -2.140, -0.187)  0.010
H (4.569, 0.347, 1.746)  0.025
H (2.803, 0.222, 1.688)  0.002
H (3.596, 1.769, 1.349)  0.006
H (4.458, 3.205, -4.424)  0.008
H (5.164, 2.036, -5.547)  0.017
H (5.579, 1.983, -3.828)  0.001
H (1.562, 2.317, -5.458)  0.018
H (1.307, 0.589, -5.668)  -0.007
H (2.575, 1.412, -6.601)  0.022
H (4.726, -1.030, -3.811)  0.004
H (4.272, -0.924, -5.519)  0.022
H (3.094, -1.476, -4.324)  0.007
H (2.084, 3.421, 0.985)  0.000
H (0.536, 3.217, 0.167)  0.013
H (1.246, 4.832, 0.327)  0.025
H (4.615, 3.889, -0.455)  0.009
H (3.971, 5.405, -1.101)  0.017
H (4.683, 4.205, -2.190)  0.004
H (0.469, 4.183, -2.969)  -0.006
H (2.001, 4.609, -3.729)  0.013
H (1.352, 5.626, -2.431)  0.016

***

(2)
Density functional theory data (wB97M-V/def2-TZVPD) for a 14-piece molecular cluster, C5H40N2O13S overall in a non-equilibrium geometry.

Summary:
orbital gap: 9.1415 eV

Last column: Löwdin charge in e.
Cartesian coordinates (Å):
N (2.101, 1.251, -1.805)  0.029
C (1.125, 1.683, -0.789)  -0.425
C (0.801, 3.162, -0.959)  -0.513
S (0.773, 3.834, -2.679)  0.709
C (-0.141, 0.782, -0.826)  -0.191
N (-0.714, 0.509, 0.503)  -0.075
C (-1.843, 1.439, 0.778)  -0.259
C (-2.886, 0.923, 1.763)  -0.067
H (2.609, 0.444, -1.460)  0.090
H (-0.204, 4.682, -2.418)  -0.163
H (2.759, 2.023, -1.903)  0.077
H (1.460, 1.615, 0.262)  0.118
H (-0.109, 3.514, -0.465)  0.055
H (1.560, 3.733, -0.420)  0.062
H (0.101, -0.156, -1.332)  0.105
H (-0.860, 1.368, -1.428)  0.110
H (-0.873, -0.490, 0.580)  0.081
H (-2.316, 1.638, -0.217)  0.102
H (-1.405, 2.398, 1.110)  0.084
H (-2.455, 1.015, 2.751)  0.050
H (-3.884, 1.347, 1.691)  0.082
H (-2.881, -0.164, 1.782)  0.065
H (-2.692, -3.383, -1.090)  0.047
H (-2.790, -2.755, 0.269)  0.022
O (-2.840, -3.606, -0.167)  -0.053
H (-0.803, -0.674, -3.691)  0.022
H (-0.895, -2.168, -3.664)  0.057
O (-1.272, -1.405, -3.232)  -0.061
H (0.539, 0.501, 2.290)  0.022
H (0.330, 1.248, 3.654)  0.031
O (0.983, 1.036, 2.970)  -0.074
H (-2.021, -4.973, 0.629)  0.020
H (-0.619, -5.718, 0.409)  0.020
O (-1.239, -5.355, 1.105)  -0.127
H (-1.948, 3.014, 4.355)  0.046
H (-0.799, 3.665, 3.564)  0.011
O (-1.013, 2.915, 4.155)  -0.067
H (2.644, 3.291, 3.200)  0.049
H (1.891, 2.510, 2.177)  -0.009
O (2.278, 3.397, 2.316)  -0.075
H (-0.842, -3.114, 2.152)  0.040
H (-0.263, -3.899, 1.067)  0.008
O (-0.158, -2.984, 1.473)  -0.109
H (0.467, 0.908, -4.567)  0.049
H (1.349, 0.254, -3.538)  0.018
O (0.703, 0.043, -4.229)  -0.059
H (2.402, -3.452, 0.068)  0.020
H (1.908, -2.980, -1.239)  0.062
O (2.435, -3.699, -0.877)  -0.035
H (3.849, -2.981, 2.484)  0.062
H (2.432, -2.953, 2.180)  0.046
O (3.262, -3.257, 1.758)  -0.062
H (-2.090, -1.153, -1.812)  0.005
H (-2.824, -0.177, -0.955)  0.042
O (-2.549, -1.108, -0.936)  -0.084
H (0.735, -5.922, -1.581)  0.065
H (1.379, -4.884, -0.573)  0.003
O (0.772, -5.678, -0.639)  -0.086
H (0.072, 5.148, 1.862)  0.076
H (0.114, 3.720, 1.889)  0.008
O (-0.569, 4.414, 1.844)  -0.074

***

(3)
Density functional theory data (wB97M-V/def2-TZVPD) for one molecule with the formula C19H26N4O4 in a non-equilibrium geometry.

Summary:
orbital gap: 9.4526 eV
SMILES: Cc1cc(-c2nnc(CCC(=O)N(CC3CCC3)C[C@H]3CCCO3)o2)no1

Last column: Löwdin charge in e.
Cartesian coordinates (Å):
C (-4.671, -3.671, 1.213)  0.001
C (-3.898, -2.455, 0.868)  -0.305
C (-4.186, -1.123, 0.959)  0.058
C (-3.014, -0.494, 0.462)  -0.201
C (-2.786, 0.917, 0.332)  -0.269
N (-3.624, 1.868, 0.620)  0.110
N (-3.011, 3.028, 0.337)  0.099
C (-1.828, 2.740, -0.109)  -0.316
C (-0.764, 3.672, -0.551)  -0.090
C (0.428, 2.886, -1.094)  -0.083
C (1.079, 2.122, 0.060)  -0.457
O (1.016, 2.558, 1.198)  0.053
N (1.731, 0.977, -0.231)  -0.033
C (1.848, 0.381, -1.546)  -0.113
C (0.711, -0.596, -1.848)  -0.284
C (0.586, -1.060, -3.310)  -0.138
C (0.428, -2.506, -2.819)  -0.162
C (0.890, -2.066, -1.423)  -0.148
C (2.284, 0.211, 0.868)  -0.072
C (3.825, 0.215, 0.872)  -0.295
C (4.397, -0.228, 2.223)  -0.123
C (4.494, -1.741, 2.044)  -0.153
C (4.867, -1.853, 0.566)  -0.191
O (4.344, -0.704, -0.084)  -0.128
O (-1.623, 1.409, -0.143)  0.136
N (-2.121, -1.392, 0.112)  0.130
O (-2.661, -2.602, 0.361)  0.020
H (-4.790, -4.300, 0.333)  0.090
H (-5.649, -3.389, 1.591)  0.088
H (-4.143, -4.249, 1.969)  0.090
H (-5.069, -0.639, 1.313)  0.118
H (-0.450, 4.260, 0.315)  0.129
H (-1.174, 4.355, -1.297)  0.129
H (0.095, 2.213, -1.881)  0.109
H (1.167, 3.577, -1.506)  0.133
H (1.879, 1.165, -2.305)  0.124
H (2.806, -0.145, -1.577)  0.122
H (-0.230, -0.200, -1.463)  0.113
H (-0.246, -0.647, -3.879)  0.103
H (1.508, -0.907, -3.868)  0.109
H (-0.607, -2.839, -2.827)  0.101
H (1.044, -3.250, -3.319)  0.098
H (0.269, -2.393, -0.593)  0.086
H (1.931, -2.320, -1.231)  0.101
H (1.921, 0.678, 1.786)  0.126
H (1.916, -0.815, 0.806)  0.134
H (4.167, 1.217, 0.587)  0.158
H (5.392, 0.197, 2.361)  0.119
H (3.768, 0.068, 3.057)  0.116
H (3.527, -2.208, 2.233)  0.111
H (5.239, -2.200, 2.689)  0.110
H (5.957, -1.860, 0.434)  0.120
H (4.454, -2.747, 0.088)  0.116

***

(4)
Density functional theory data (wB97M-V/def2-TZVPD) for C3H6N2OS2 as an isolated structure in a non-equilibrium geometry.

Summary:
orbital gap: 8.0021 eV

Last column: Löwdin charge in e.
Cartesian coordinates (Å):
C (0.466, -2.349, -1.234)  -0.267
C (-1.034, 0.401, 0.795)  -0.413
C (-0.092, 2.844, 0.537)  -1.129
H (2.486, -2.962, -0.402)  0.164
H (-0.567, -2.414, -2.215)  0.221
H (1.179, -0.610, 0.102)  0.162
H (-1.400, -0.276, 1.572)  0.094
H (-1.831, 1.153, 0.498)  0.087
H (-1.195, 2.902, -0.133)  0.113
N (1.516, -3.135, -1.166)  -0.039
N (0.312, -1.217, -0.249)  -0.157
O (-0.495, -0.269, -0.381)  -0.267
S (0.172, 1.537, 1.486)  0.892
S (0.483, 4.394, 0.791)  0.539